(1)
Formula: C32H40Br4F4N4O8
Source: the Open Molecules 2025 dataset
Level of theory: wB97M-V/def2-TZVPD

Structure (XYZ):
```
92
Properties=species:S:1:pos:R:3
C 22.52 17.82 4.49
N 23.74 17.00 4.25
O 24.41 17.15 3.23
O 24.05 16.26 5.17
H 22.04 17.52 5.42
H 21.84 17.47 3.71
H 22.77 18.88 4.48
C 20.64 13.31 5.94
N 19.30 12.73 6.26
O 18.32 13.01 5.58
O 19.27 11.73 6.98
H 21.29 12.55 5.52
H 21.12 13.62 6.87
H 20.60 14.21 5.32
C 22.40 18.79 8.03
N 21.94 17.56 8.74
O 20.75 17.37 8.93
O 22.77 16.82 9.16
H 21.83 19.68 8.28
H 22.25 18.57 6.98
H 23.49 18.81 8.16
C 24.83 15.48 11.44
N 24.77 14.72 10.16
O 24.28 15.31 9.17
O 25.31 13.63 10.15
H 24.76 14.81 12.29
H 23.99 16.18 11.53
H 25.72 16.11 11.45
Br 21.36 15.68 6.65
C 22.82 14.61 7.42
C 24.15 14.95 6.61
Br 25.63 13.98 7.52
H 22.60 13.55 7.52
H 23.04 15.10 8.38
H 24.32 16.03 6.49
H 24.06 14.59 5.59
Br 22.86 15.82 1.52
C 23.52 14.33 2.62
C 22.58 14.22 3.91
Br 23.02 12.67 5.12
H 24.50 14.61 3.00
H 23.72 13.42 2.06
H 21.58 13.99 3.55
H 22.64 15.15 4.48
F 28.76 13.30 9.02
C 28.78 14.37 8.19
C 27.67 14.63 7.35
C 27.66 15.75 6.50
C 28.83 16.57 6.53
C 29.88 16.40 7.43
C 29.84 15.27 8.23
H 26.88 13.90 7.22
H 26.84 15.90 5.81
H 28.87 17.34 5.78
H 30.85 16.87 7.33
H 30.64 15.11 8.94
F 26.81 12.10 2.98
C 26.66 13.41 3.34
C 25.91 13.74 4.47
C 25.86 15.08 4.84
C 26.45 16.07 4.04
C 27.17 15.73 2.86
C 27.27 14.38 2.52
H 25.47 12.94 5.04
H 25.39 15.28 5.79
H 26.39 17.06 4.45
H 27.69 16.42 2.22
H 27.80 14.03 1.64
F 19.29 15.09 5.57
C 18.74 15.82 6.57
C 17.52 16.43 6.31
C 17.11 17.29 7.36
C 17.73 17.36 8.61
C 18.95 16.64 8.82
C 19.41 15.82 7.79
H 17.02 16.48 5.35
H 16.27 17.95 7.18
H 17.31 17.99 9.37
H 19.48 16.62 9.77
H 20.40 15.40 7.88
F 24.13 19.26 9.79
C 25.29 18.53 9.54
C 26.57 18.98 9.86
C 27.69 18.19 9.57
C 27.46 16.98 8.92
C 26.20 16.58 8.49
C 25.11 17.38 8.76
H 26.78 19.93 10.33
H 28.67 18.57 9.80
H 28.21 16.38 8.42
H 26.08 15.71 7.86
H 24.20 16.95 8.39
```

The value obtained for the highest occupied orbital energy is -7.1 eV. As for the energy above the lowest of the compared OMol25 structures with the same formula, charge and spin: 3256.1 kJ/mol. For the electronic energy, the calculation gives -12758.19882 Eh. Its total charge is 0.



(2)
Formula: C32H40ClN6O6RhSb2
Source: the Open Molecules 2025 dataset
Level of theory: wB97M-V/def2-TZVPD

Structure (XYZ):
```
88
Properties=species:S:1:pos:R:3
Rh -1.51 -1.45 -0.88
C -0.49 2.14 -2.81
C 0.69 1.26 -3.18
C 0.59 -0.17 -2.66
Sb 0.67 0.03 -0.48
C 2.78 0.61 -0.76
C 3.63 -0.38 -1.25
C 4.96 -0.11 -1.50
C 5.47 1.16 -1.27
C 4.64 2.15 -0.77
C 3.30 1.87 -0.52
C 1.25 -0.99 1.35
C 0.41 -1.91 1.98
C 0.74 -2.44 3.22
C 1.92 -2.07 3.85
C 2.76 -1.16 3.23
C 2.43 -0.62 2.00
Sb -0.76 2.50 -0.54
C -0.81 2.31 1.69
C 0.36 2.04 2.39
C 0.30 1.80 3.76
C -0.92 1.82 4.42
C -2.08 2.09 3.72
C -2.03 2.34 2.35
C 0.64 4.13 -0.46
C 1.45 4.49 -1.54
C 2.24 5.63 -1.49
C 2.22 6.45 -0.37
C 1.41 6.11 0.70
C 0.63 4.96 0.66
H -1.45 1.70 -3.07
H -0.42 3.15 -3.19
H 1.63 1.70 -2.83
H 0.77 1.25 -4.28
H 1.41 -0.80 -2.99
H -0.36 -0.63 -2.98
H 3.25 -1.38 -1.42
H 5.61 -0.90 -1.88
H 6.52 1.37 -1.47
H 5.03 3.14 -0.58
H 2.68 2.66 -0.12
H -0.50 -2.22 1.49
H 0.08 -3.16 3.68
H 2.18 -2.50 4.81
H 3.69 -0.87 3.71
H 3.10 0.09 1.54
H 1.32 2.01 1.89
H 1.21 1.57 4.30
H -0.96 1.62 5.48
H -3.03 2.12 4.23
H -2.94 2.55 1.80
H 1.51 3.86 -2.42
H 2.87 5.88 -2.34
H 2.82 7.34 -0.34
H 1.38 6.74 1.58
H 0.01 4.71 1.51
N -2.80 -1.03 1.49
N -4.07 -1.59 1.56
C -4.59 -2.22 0.46
N -5.90 -2.48 0.48
N -3.71 -2.51 -0.48
N -4.15 -2.98 -1.69
O -3.34 -2.87 -2.59
O -5.26 -3.49 -1.83
H -2.28 -1.26 2.33
H -2.87 -0.01 1.40
H -4.74 -1.17 2.19
H -6.49 -2.00 1.13
H -6.28 -2.89 -0.36
O -4.29 1.10 0.18
Cl -4.09 0.84 -1.22
O -5.00 -0.16 -1.67
O -4.18 2.04 -1.98
O -2.70 0.34 -1.37
C 1.32 -4.55 -0.45
C 0.06 -4.16 -1.24
C -1.08 -5.13 -0.95
C 0.36 -4.13 -2.74
N -0.35 -2.85 -0.83
H 1.65 -5.55 -0.74
H 1.12 -4.54 0.62
H 2.13 -3.85 -0.65
H -0.74 -6.16 -1.07
H -1.91 -4.96 -1.63
H -1.44 -5.00 0.07
H 0.60 -5.13 -3.10
H 1.21 -3.47 -2.95
H -0.51 -3.76 -3.29
```

The value obtained for the highest occupied orbital energy (spin up / spin down) is -7.0 / -7.4 eV. Its multiplicity is 5. As for the expectation value of S²: 6.044. As for the energy above the lowest of the compared OMol25 structures with the same formula, charge and spin: 271.5 kJ/mol. For the electronic energy, the calculation gives -3073.98535 Eh. Its total charge is 0.